(1)
Below is a molecular structure, C17H16N4O3V at a distorted geometry, with properties calculated with ωB97M-V with the def2-TZVPD basis set.

Geometry as XYZ:
```
41
Properties=species:S:1:pos:R:3:forces:R:3
V 0.022 0.034 -0.217 0.5 0.5 -1.6
O -1.145 -0.293 -3.025 0.0 -0.8 -1.2
C -0.744 -0.487 -4.186 0.7 1.1 1.4
O 1.072 0.902 -2.539 0.5 0.4 -0.9
C 1.108 1.008 -3.772 0.0 0.1 0.1
O 1.938 1.804 -4.473 -0.7 -0.8 0.2
N 0.317 0.289 -4.671 -0.3 0.2 1.2
C 1.595 1.716 -5.910 0.1 0.9 -0.1
C 0.723 0.505 -6.061 0.0 -1.1 0.2
H 2.504 1.650 -6.513 -0.1 0.1 0.5
H 1.023 2.605 -6.201 0.4 0.1 0.4
H 1.293 -0.349 -6.437 -0.1 0.0 0.1
H -0.133 0.658 -6.716 0.0 0.1 0.1
C -1.182 -1.488 -5.121 -1.2 -1.1 -0.2
C -2.322 -2.170 -4.913 0.7 0.3 -0.3
H -0.526 -1.683 -5.965 -0.3 -0.1 0.1
H -2.974 -1.939 -4.078 0.1 0.0 0.0
H -2.619 -2.966 -5.586 0.0 0.1 0.0
C 2.816 -0.489 4.723 -0.3 0.0 -0.4
C 1.581 -1.055 5.032 -0.5 -0.1 -0.7
C 0.584 -1.136 4.051 0.0 0.0 0.3
C 0.814 -0.623 2.752 0.6 -0.1 0.3
C 2.078 -0.104 2.437 -0.2 0.0 0.4
C 3.055 -0.028 3.432 0.2 0.2 -0.6
N -0.192 -0.541 1.751 -1.6 -2.1 3.1
N -1.335 -1.037 2.187 2.2 1.4 -0.9
C -2.361 -0.745 1.314 -0.6 0.2 -1.5
C -3.718 -1.039 1.594 1.9 0.0 0.3
C -4.691 -0.666 0.675 0.6 0.4 -0.6
C -4.271 0.000 -0.490 0.0 -0.1 0.1
C -2.919 0.246 -0.707 1.1 -0.2 0.3
N -1.939 -0.137 0.159 -3.0 0.0 -0.3
H 3.591 -0.417 5.475 0.0 0.0 -0.1
H 1.397 -1.427 6.034 -0.1 0.0 -0.2
H -0.385 -1.581 4.281 0.4 0.2 0.0
H 2.245 0.243 1.416 0.3 0.1 0.2
H 4.023 0.405 3.202 -0.1 -0.1 -0.1
H -3.868 -1.554 2.543 -0.4 0.2 -0.3
H -5.738 -0.873 0.847 0.0 0.0 0.0
H -4.965 0.313 -1.268 0.0 -0.1 0.3
H -2.496 0.736 -1.584 -0.7 -0.1 0.0
```
Forces are in eV/Å.

Properties
Highest occupied orbital energy (alpha / beta) (eV): -14.923 / -14.905
Multiplicity: 4
<S²>: 3.793
E_tot (eV): -55662.331
Total charge: +2
LUMO (alpha / beta) (eV): -8.32 / -8.60

***

(2)
Below is a molecular structure, C17H16O5RuS2, with properties calculated with ωB97M-V with the def2-TZVPD basis set.

Geometry as XYZ:
```
41
Properties=species:S:1:pos:R:3:forces:R:3
Ru 0.110 -0.302 -0.718 0.2 -0.4 0.3
O -1.312 3.196 1.213 0.0 0.0 0.0
C -1.084 2.125 0.470 0.0 0.1 0.0
O 0.029 1.772 0.146 0.1 -0.1 0.0
C -2.362 1.471 0.006 0.0 0.0 -0.1
O -2.133 0.193 -0.563 -0.2 0.0 -0.1
C -2.677 -0.883 0.236 0.1 0.1 0.0
C -1.767 -1.016 1.452 0.0 -0.2 -0.1
O -2.197 -1.236 2.562 0.0 -0.1 0.0
O -0.522 -0.841 1.130 0.0 0.3 0.0
H -0.459 3.591 1.456 0.0 0.0 0.0
H -2.779 2.125 -0.765 0.0 0.0 0.0
H -3.074 1.426 0.830 0.0 0.0 0.0
H -2.596 -1.775 -0.383 -0.1 0.0 0.0
H -3.713 -0.674 0.494 0.0 0.0 0.0
S -0.037 -2.397 -1.593 0.2 -0.2 0.2
C 1.418 -3.182 -1.011 -0.2 0.2 -0.1
C 1.605 -4.560 -1.124 0.1 -0.2 0.0
C 2.790 -5.134 -0.703 -0.2 0.0 -0.1
C 3.810 -4.353 -0.160 0.0 0.2 0.0
C 3.635 -2.987 -0.040 0.1 -0.2 0.0
C 2.441 -2.407 -0.465 -0.1 0.3 -0.1
S 2.211 -0.673 -0.334 -0.3 0.0 -0.1
H 0.815 -5.172 -1.539 0.0 0.0 0.0
H 2.922 -6.205 -0.790 0.0 0.0 0.0
H 4.729 -4.814 0.173 0.0 0.0 0.0
H 4.411 -2.363 0.385 0.0 0.0 0.0
C -0.395 0.382 -2.616 0.2 0.2 -0.1
C 0.939 0.782 -3.142 -0.1 -0.1 0.1
C 1.472 2.034 -2.832 0.1 0.1 -0.1
C 2.770 2.357 -3.192 0.0 0.0 0.0
C 3.548 1.435 -3.878 0.0 0.0 0.0
C 3.008 0.203 -4.236 0.0 0.0 0.0
C 1.715 -0.119 -3.874 0.0 0.0 0.0
H -0.863 -0.395 -3.214 -0.1 0.0 0.0
H -1.062 1.235 -2.493 0.0 0.0 0.0
H 0.871 2.748 -2.280 0.0 0.0 0.0
H 3.179 3.325 -2.932 0.0 0.0 0.0
H 4.569 1.677 -4.143 0.0 0.0 0.0
H 3.609 -0.510 -4.787 0.0 0.0 0.0
H 1.308 -1.097 -4.099 0.0 0.0 0.0
```
Forces are in eV/Å.

Properties
Highest occupied orbital energy (alpha / beta) (eV): -7.434 / -7.434
Multiplicity: 1
E_tot (eV): -52379.032
Relative energy (zero: lowest compared OMol25 entry of this formula, charge and spin) (eV): 0.388
LUMO (alpha / beta) (eV): -1.33 / -1.32

***

(3)
Below is a molecular structure, C17H17Br2MgNO at a distorted geometry, with properties calculated with ωB97M-V with the def2-TZVPD basis set.

Geometry as XYZ:
```
39
Properties=species:S:1:pos:R:3:forces:R:3
C 0.245 -1.464 -1.988 -1.7 -0.8 -2.5
C 0.399 1.960 -2.474 -0.5 0.3 0.6
C -1.126 -1.272 -2.489 3.3 -1.3 1.3
H 0.539 -2.462 -2.367 -0.1 0.5 0.6
C -0.566 1.991 -1.539 0.8 0.4 -0.2
H 0.945 2.883 -2.706 -0.3 -0.2 0.2
H -1.647 -2.150 -2.876 0.3 0.1 0.3
H -0.746 2.922 -0.981 0.2 -0.2 -0.4
C -1.918 -0.067 -2.309 -1.1 0.9 1.0
H -2.952 -0.395 -2.070 0.3 0.3 -0.1
H -2.009 0.523 -3.239 0.1 0.0 0.2
C 1.331 -0.436 -2.372 -0.1 0.3 0.2
H 2.134 -0.961 -2.917 -0.4 -0.1 0.1
H 1.833 -0.040 -1.465 -0.2 0.1 -0.3
C 0.858 0.748 -3.241 0.6 0.2 -0.4
H 0.100 0.408 -3.961 0.3 0.1 0.2
H 1.729 1.077 -3.833 -0.3 -0.2 0.1
C -1.444 0.852 -1.131 -0.8 -0.2 -0.3
H -2.346 1.284 -0.664 0.3 -0.1 -0.1
H -0.973 0.238 -0.346 -0.1 0.1 -0.2
Mg 2.242 -1.832 0.218 -0.8 -0.3 0.6
H 0.663 -1.682 -0.584 -0.6 -0.2 -1.5
Br -0.739 -4.299 3.452 0.0 0.3 0.0
C -0.478 -2.438 3.269 0.8 0.9 -0.7
C -1.153 -1.526 4.089 0.1 1.1 -0.2
C -0.985 -0.145 3.943 0.1 -0.6 0.0
Br -1.983 1.037 5.061 0.1 -0.2 -0.1
C -0.083 0.407 2.980 -0.3 -0.9 0.2
C 0.172 1.769 2.727 0.0 0.1 0.0
C 1.036 2.128 1.716 -0.2 0.6 0.1
C 1.712 1.155 0.982 -0.2 -1.5 0.5
N 1.540 -0.153 1.246 0.3 1.7 -0.1
C 0.627 -0.529 2.183 0.0 -0.3 0.2
C 0.446 -1.963 2.306 -0.2 -0.8 0.4
O 1.132 -2.752 1.538 0.4 0.1 0.5
H -1.818 -1.906 4.850 -0.1 0.1 0.0
H -0.328 2.508 3.349 0.1 0.0 -0.3
H 1.201 3.174 1.462 0.0 -0.2 0.2
H 2.408 1.406 0.181 -0.2 0.0 0.2
```
Forces are in eV/Å.

Properties
Highest occupied orbital energy (alpha / beta) (eV): -5.932 / -5.927
Multiplicity: 1
E_tot (eV): -166968.813
Relative energy (zero: lowest compared OMol25 entry of this formula, charge and spin) (eV): 0.391
LUMO (alpha / beta) (eV): -1.41 / -1.41

***

(4)
Below is a molecular structure, C17H17BrN3O3Pt at a distorted geometry, with properties calculated with ωB97M-V with the def2-TZVPD basis set.

Geometry as XYZ:
```
42
Properties=species:S:1:pos:R:3:forces:R:3
Pt 1.689 2.465 -0.508 -0.5 1.1 0.7
N 1.599 3.750 3.362 0.1 -0.2 -0.1
C 1.511 3.605 2.062 -0.1 0.1 0.4
O 1.793 2.481 1.523 0.1 -0.2 -0.2
C 1.043 4.699 1.185 0.0 0.2 0.0
C 1.623 4.440 -0.191 0.5 -0.1 -0.6
H 1.899 2.983 3.947 0.0 0.0 0.0
H 1.387 4.627 3.811 0.0 0.0 0.0
H 1.323 5.686 1.557 0.0 0.0 0.1
H -0.050 4.667 1.179 0.0 -0.1 0.0
H 2.687 4.690 -0.240 -0.1 0.3 0.0
H 1.080 4.946 -0.987 0.0 0.0 0.0
C 4.597 0.353 -0.532 0.2 0.1 -0.2
O 3.138 0.283 -0.725 0.0 -0.3 0.3
C 2.543 -0.855 -0.637 -0.1 -0.2 -0.2
C 3.146 -2.085 -0.570 -0.1 -0.2 0.1
C 2.330 -3.215 -0.508 -0.1 0.4 0.0
Br 3.095 -4.841 -0.416 0.1 -0.5 0.0
C 0.874 -3.159 -0.512 0.2 -0.2 0.0
C 0.209 -1.994 -0.572 0.1 0.3 0.0
C 1.020 -0.728 -0.629 -0.1 -0.5 0.0
O 0.518 0.370 -0.655 0.0 -0.3 -0.3
C -1.246 -1.939 -0.574 -0.2 0.1 0.0
N -2.011 -0.839 -0.591 0.1 0.0 0.0
C -3.348 -1.183 -0.578 0.0 0.0 0.0
C -4.511 -0.410 -0.581 0.2 0.1 0.0
C -5.689 -1.107 -0.563 -0.1 -0.2 0.0
C -5.725 -2.529 -0.541 -0.2 0.2 0.0
C -4.588 -3.289 -0.532 0.1 -0.2 0.0
C -3.385 -2.582 -0.550 0.0 0.0 0.0
N -2.070 -2.998 -0.548 0.1 -0.1 0.0
H 4.854 -0.097 0.424 -0.1 0.0 0.0
H 4.837 1.409 -0.538 -0.1 0.1 0.0
H 5.096 -0.147 -1.359 -0.1 0.0 0.0
H 4.220 -2.198 -0.582 0.0 0.0 0.0
H 0.353 -4.106 -0.462 0.1 0.0 0.0
H -1.633 0.096 -0.626 0.0 0.1 0.0
H -4.480 0.671 -0.600 0.0 0.0 0.0
H -6.623 -0.562 -0.566 0.0 0.0 0.0
H -6.688 -3.022 -0.533 0.0 0.0 0.0
H -4.630 -4.370 -0.512 0.0 0.0 0.0
H -1.786 -3.967 -0.534 0.0 0.0 0.0
```
Forces are in eV/Å.

Properties
Highest occupied orbital energy (alpha / beta) (eV): -17.560 / -17.559
Multiplicity: 1
E_tot (eV): -101777.592
Total charge: +3
Relative energy (zero: lowest compared OMol25 entry of this formula, charge and spin) (eV): 0.434
LUMO (alpha / beta) (eV): -12.70 / -12.71